Record 1
Below is C31H43BeN4O4 as an isolated structure, with properties calculated with ωB97M-V with the def2-TZVPD basis set.

Results
2S+1: 2
frontier orbital gap (spin up / spin down): 7.05 / 6.37 eV

Atoms and positions in Å:
O1 9.75947 -22.32219 17.28123
O2 13.77321 -18.62279 15.84381
O3 10.66289 -23.35106 12.16171
O4 9.51582 -17.24333 10.97240
N1 12.54512 -25.46629 14.61427
N2 12.85976 -20.19040 7.96037
N3 8.85031 -26.40937 11.32716
N4 9.47473 -25.86230 14.25986
C1 13.74081 -26.89486 16.20920
C2 8.42100 -27.55232 15.73381
C3 14.94138 -20.77460 16.10226
C4 8.31033 -27.66639 11.24262
C5 6.57247 -25.56836 11.08247
C6 11.95150 -20.58922 8.86629
C7 10.47610 -18.82847 8.19421
C8 11.37771 -18.36425 7.29261
C9 8.64649 -20.20477 16.84466
C10 11.23864 -20.58905 17.08009
C11 10.69227 -20.00543 8.98901
C12 12.78062 -24.80444 16.94281
C13 8.11446 -25.30647 16.17087
C14 12.36256 -24.56301 15.62725
C15 14.16302 -19.65870 15.28377
C16 8.91353 -21.64400 12.69657
C17 13.93397 -19.85927 13.82875
C18 9.86343 -21.12415 17.18399
C19 7.96586 -25.40575 11.12251
C20 6.96135 -27.92144 11.20945
C21 13.24991 -26.59051 14.95065
C22 12.57423 -19.08902 7.18441
C23 9.19898 -27.16605 14.63469
C24 7.89152 -26.58475 16.56470
C25 10.37359 -22.09121 12.68814
C26 11.37331 -17.79443 12.49553
C27 6.04421 -26.84881 11.15959
C28 10.67866 -16.99639 11.33565
C29 13.46392 -25.99757 17.24828
C30 8.84350 -24.93350 15.05064
C31 11.44917 -15.75430 10.77799
Be1 11.26688 -25.76244 12.38499
H1 11.42947 -17.11595 13.34678
H2 12.14923 -16.05461 9.99836
H3 12.09430 -15.40466 11.58401
H4 11.21645 -17.64397 6.50420
H5 11.46801 -20.02494 17.98412
H6 8.82921 -20.72006 13.26869
H7 14.29232 -27.80467 16.39492
H8 9.47993 -18.42183 8.28744
H9 10.81267 -18.69698 12.73882
H10 8.10834 -28.57964 15.84891
H11 8.32220 -24.39976 11.28801
H12 14.68403 -21.80234 15.84611
H13 13.30126 -18.66136 6.50992
H14 10.82768 -14.97943 10.32917
H15 8.24721 -20.38842 15.84719
H16 13.33887 -20.77104 13.77750
H17 13.51293 -18.89472 13.54510
H18 10.78562 -22.01260 13.69420
H19 14.85140 -20.00117 13.25754
H20 7.26966 -26.68466 17.44202
H21 5.91709 -24.72400 11.23717
H22 8.53695 -21.59632 11.67480
H23 11.88359 -23.63698 15.34536
H24 10.98842 -21.31387 12.23447
H25 4.99222 -26.98975 11.35922
H26 14.86363 -20.49769 17.15363
H27 9.49868 -27.94042 13.94409
H28 15.99609 -20.57144 15.91676
H29 9.06366 -23.96767 14.62040
H30 12.72635 -23.99651 17.65745
H31 13.55938 -27.22805 14.13568
H32 11.91936 -21.42957 17.21510
H33 10.04055 -20.35010 9.77823
H34 7.74977 -20.33312 17.45090
H35 13.85157 -26.30216 18.20919
H36 11.42397 -19.99037 16.18827
H37 8.88999 -28.57408 11.32317
H38 12.19830 -21.41093 9.52224
H39 8.27837 -22.36962 13.20466
H40 6.67122 -28.96136 11.23727
H41 7.47680 -24.52144 16.54970
H42 12.34477 -18.20548 12.22094
H43 9.04057 -19.20384 17.02052

Atoms 1-6, force components in eV/Å:
O -0.78 -0.60 0.62
O 0.78 -2.10 -0.86
O -0.37 -0.83 -0.24
O 2.81 0.39 0.82
N 0.73 -0.54 1.48
N 0.11 1.70 -0.91


Record 2
Below is C31H43F2N10O4Rb as an isolated structure, with properties calculated with ωB97M-V with the def2-TZVPD basis set.

Results
frontier orbital gap: 3.93 eV
charge: -2

Atoms and positions in Å:
Rb1 0.10878 0.52189 -0.67550
F1 -6.07763 -3.56609 -2.38036
F2 -2.36081 -5.70079 -0.51786
O1 0.24516 0.38257 -3.58236
O2 -1.96555 1.92318 1.43030
O3 2.96828 -0.20977 -0.11942
O4 -2.64733 1.62070 3.54728
N1 3.46192 0.41412 -5.36128
N2 -0.18671 -2.60675 0.20236
N3 -3.55801 0.74633 -0.62794
N4 -0.39529 -1.78344 -3.49787
N5 3.86643 1.02902 1.56125
N6 2.05199 -3.73789 -5.01932
N7 -4.65908 -0.72860 0.74740
N8 -4.70796 1.55716 1.20898
N9 -0.49541 -0.53872 2.53028
N10 4.71488 1.13383 -0.61773
C1 -5.13612 -1.22299 2.03275
C2 -2.19913 -3.36264 -0.99212
C3 -1.91999 -0.30012 2.30924
C4 3.79003 0.62328 0.25899
C5 2.63957 -0.31487 -4.99626
C6 -4.22856 -4.65981 -1.43176
C7 5.69771 2.13544 -0.26840
C8 2.86017 0.58828 2.49905
C9 1.12538 -2.70253 0.43104
C10 5.23754 2.93857 0.92710
C11 -2.80275 -1.15641 3.23540
C12 0.48046 -0.80103 -3.86345
C13 1.66085 -1.23893 -4.57651
C14 1.15189 5.73429 0.87894
C15 -4.13905 -2.28717 -1.87421
C16 -2.92237 -4.55074 -0.99301
C17 -4.30709 -0.86215 3.26724
C18 1.39555 -4.45145 -1.15449
C19 -2.81868 -2.15767 -1.39427
C20 1.68622 3.26275 0.31969
C21 1.88346 -2.60738 -4.81378
C22 -4.80298 -3.49751 -1.89850
C23 4.67714 0.72437 -2.00891
C24 -4.29888 0.51433 0.45462
C25 4.83728 1.99149 2.03881
C26 1.95460 -3.60327 -0.21316
C27 -0.73490 -3.44205 -0.68468
C28 0.03493 -4.37657 -1.38191
C29 0.63947 4.37019 0.37099
C30 -0.00364 4.57996 -1.00050
C31 -2.18629 1.22644 2.45515
H1 -2.62238 -2.21188 2.99373
H2 5.83301 2.79181 -1.13242
H3 -4.75288 -5.60413 -1.41833
H4 2.00828 -5.14383 -1.71765
H5 6.67187 1.65990 -0.07055
H6 3.87202 0.01423 -2.15783
H7 2.48200 3.56694 -0.39031
H8 -6.17730 -0.91902 2.18768
H9 -0.76058 5.37421 -0.99237
H10 0.35902 6.49708 0.93968
H11 3.29061 -0.05507 3.27697
H12 -0.43572 -5.01192 -2.12072
H13 6.02501 3.61613 1.26460
H14 1.93512 6.10657 0.20776
H15 -3.04222 1.61529 -0.57703
H16 2.38820 1.45597 2.96750
H17 -3.05783 -0.07872 -1.01747
H18 3.01614 -3.59679 -0.00730
H19 -0.47452 3.66011 -1.35425
H20 -5.14542 -2.30794 1.91632
H21 -0.11617 -2.74742 -3.54464
H22 -4.68488 -1.41569 -2.23462
H23 -0.28718 -1.52080 2.38818
H24 -0.23638 -0.27471 3.47474
H25 -3.98231 2.27394 1.28875
H26 -1.18880 -1.54641 -2.91517
H27 -4.75846 -1.43283 4.08662
H28 0.76289 4.85132 -1.73541
H29 4.49921 1.58476 -2.65778
H30 5.62513 0.25809 -2.29844
H31 2.15576 3.18092 1.32009
H32 -4.29723 -1.42375 0.09998
H33 -5.06982 1.31259 2.11653
H34 1.55310 -1.98697 1.12535
H35 -2.44037 -0.98697 4.25313
H36 4.35469 3.51932 0.65194
H37 5.71539 1.47562 2.45728
H38 4.37124 2.55716 2.84914
H39 -4.41406 0.18668 3.54688
H40 1.59484 5.62315 1.87178
H41 -2.10517 -0.57739 1.26870
H42 -0.16012 4.06021 1.05854
H43 2.08081 0.04934 1.96908

Atoms 1-6, force components in eV/Å:
Rb 0.31 0.30 0.28
F -0.01 0.00 0.00
F 0.01 -0.01 -0.01
O -0.05 -0.05 -0.01
O -0.05 -0.05 0.00
O -0.28 -0.26 0.16


Record 3
Below is C31H43MgNO6SSi as an isolated structure, with properties calculated with ωB97M-V with the def2-TZVPD basis set.

Results
frontier orbital gap: 8.92 eV

Atoms and positions in Å:
S1 -0.36833 2.03728 0.96010
Si1 0.82629 2.16412 -0.71004
Mg1 0.15500 -0.26508 0.40750
O1 1.97418 0.92604 -0.63695
O2 1.16706 -1.69760 1.17903
O3 1.26447 -3.51683 2.48675
O4 -0.99953 -0.81338 2.22708
O5 1.60925 3.55707 -1.01409
O6 -0.07419 1.60183 -1.98470
N1 -1.15794 -1.42807 -0.82311
C1 1.24573 4.93187 -0.79500
C2 -1.73799 -3.65059 -1.68107
C3 3.32952 0.89053 -0.07984
C4 0.70700 -2.53340 2.05318
C5 -2.06898 -4.52578 -0.37033
C6 -2.30946 -2.03089 5.95408
C7 0.77622 0.08409 -3.63966
C8 -2.85486 -2.11561 0.95204
C9 -0.78306 -3.80542 4.45827
C10 1.43500 5.23163 0.68114
C11 -1.93118 -3.24236 6.50464
C12 -3.24178 -3.32188 -1.82081
C13 -2.54719 -1.27360 -0.36033
C14 0.22010 1.48059 -3.39231
C15 3.81868 -0.52983 -0.28993
C16 -1.11390 1.66169 -4.08892
C17 -1.69032 -2.91517 1.44746
C18 -3.56041 -4.15042 -0.53946
C19 -3.67504 -2.02526 -1.10064
C20 -1.14978 -2.57945 3.90177
C21 4.19765 1.86394 -0.85911
C22 -0.82618 -2.51046 -1.40596
C23 -1.36729 -4.06805 0.87087
C24 3.27927 1.24566 1.39448
C25 -0.19588 5.15658 -1.22639
C26 -0.77179 -2.22631 2.47211
C27 -1.92586 -1.70436 4.65665
C28 -1.17092 -4.12856 5.74797
C29 -3.98027 -2.85334 0.18999
C30 2.20734 5.73947 -1.65009
C31 1.21404 2.53466 -3.86591
H1 -0.86793 -5.07864 6.17029
H2 0.00039 -0.67219 -3.50123
H3 -3.68546 -3.52157 -2.79173
H4 2.46459 5.01506 0.97624
H5 -2.22543 -3.49830 7.51441
H6 -1.87419 -5.57663 -0.57188
H7 3.88615 2.89644 -0.70962
H8 3.14384 -1.24920 0.17275
H9 1.23517 6.28822 0.87413
H10 1.59844 -0.12127 -2.95144
H11 2.18283 2.42973 -3.37294
H12 2.86560 2.24444 1.55233
H13 -2.25825 -0.76569 4.23524
H14 2.11397 5.45182 -2.69830
H15 4.80584 -0.64950 0.16094
H16 1.36595 2.42138 -4.94155
H17 -1.84606 0.97282 -3.66334
H18 4.15347 1.63902 -1.92734
H19 -0.47003 6.20346 -1.07914
H20 3.90351 -0.74610 -1.35772
H21 4.29023 1.21591 1.80572
H22 -0.32016 4.91557 -2.28532
H23 2.66716 0.53132 1.94745
H24 -4.27273 -4.97066 -0.52683
H25 -0.47182 -4.59799 1.18400
H26 -2.74098 -0.21320 -0.22469
H27 -0.17676 -4.49035 3.88154
H28 -0.88177 4.53942 -0.64168
H29 0.84504 3.54300 -3.67459
H30 -1.02251 1.45906 -5.15917
H31 -0.62000 -0.29857 2.95154
H32 -1.48048 2.68139 -3.95554
H33 -1.33523 -4.25454 -2.49032
H34 5.23453 1.75559 -0.53195
H35 -4.41286 -1.40839 -1.60510
H36 3.23747 5.56071 -1.33549
H37 1.99798 6.80804 -1.56173
H38 0.76034 4.62716 1.29496
H39 -2.90718 -1.33296 6.52626
H40 0.23132 -2.62962 -1.64414
H41 1.15395 0.00262 -4.66078
H42 -3.23814 -1.46691 1.73584
H43 -4.95448 -2.85526 0.66946

Atoms 1-6, force components in eV/Å:
S -0.03 -0.02 -0.07
Si 0.10 -0.15 -0.48
Mg 0.06 0.12 0.09
O -0.24 -0.07 0.21
O 0.17 -0.53 0.43
O 0.26 -0.20 0.02


Record 4
Below is C31H43N11OPb as an isolated structure, with properties calculated with ωB97M-V with the def2-TZVPD basis set.

Results
frontier orbital gap (spin up / spin down): 5.93 / 4.14 eV
charge: +4

Atoms and positions in Å:
Pb1 1.61680 0.36868 -1.07454
O1 4.06732 1.63989 -0.78619
N1 -0.48105 -1.16771 -1.72918
N2 -4.17072 -3.75614 -1.51644
N3 3.25651 -0.05946 2.85134
N4 -4.17781 -3.77307 -0.09791
N5 -2.46320 -2.02660 -2.16024
N6 1.68430 0.22851 1.28736
N7 3.39017 -1.34912 1.01439
N8 0.73789 2.28006 -0.40973
N9 -4.72086 -4.80358 0.36489
N10 1.56673 4.40007 -0.20166
N11 1.49979 3.49994 -2.30998
C1 -0.29443 1.59227 1.69405
C2 -5.71214 -6.96495 -0.77636
C3 -4.80079 -4.95255 -1.98188
C4 -1.16041 3.50407 0.39922
C5 0.18809 -0.49113 3.04257
C6 -2.04737 3.93325 1.38576
C7 -5.54973 -6.67324 -3.20125
C8 -1.70190 -1.49186 -1.24338
C9 2.56811 4.34936 -2.93071
C10 1.27998 3.39518 -0.99284
C11 1.50946 5.75892 -0.71753
C12 0.75168 2.72797 -3.33765
C13 -5.03317 -5.69993 -0.70141
C14 3.80043 -1.07663 3.79831
C15 1.99554 4.32527 1.22133
C16 -1.34946 1.93362 2.63612
C17 -0.86677 -0.17450 3.83705
C18 -5.77706 -7.37324 -2.04836
C19 0.57762 0.40413 1.97477
C20 -2.16652 -0.97889 0.12882
C21 2.65912 -2.44285 0.36762
C22 -1.56104 1.03699 3.73189
C23 3.01022 1.24302 3.36034
C24 -5.16893 -5.35057 -3.18240
C25 2.76810 -0.42660 1.72439
C26 -0.51822 -1.58245 -3.01848
C27 -1.68480 -2.13030 -3.31464
C28 -0.22494 2.41464 0.54552
C29 -3.89159 -2.47321 -2.05750
C30 -2.21547 3.09976 2.50485
C31 4.84529 -1.51920 1.08357
H1 4.72890 1.57830 -1.51532
H2 2.41915 3.34744 1.33966
H3 3.02799 -2.76168 -0.66855
H4 -2.95921 3.48307 3.23000
H5 4.29440 2.57892 -0.59521
H6 1.46603 1.92597 -3.80956
H7 2.09882 5.20383 -3.43676
H8 2.41977 1.83078 2.63566
H9 0.45194 3.43362 -4.13228
H10 2.53619 6.15385 -0.80197
H11 3.64174 -2.01592 3.38609
H12 -1.43398 -1.18723 0.85368
H13 5.19503 -2.30540 1.77301
H14 -2.23924 0.05109 0.15464
H15 3.15703 4.71933 -2.08955
H16 -6.34312 -8.15234 -2.29823
H17 -2.59022 4.84225 1.08929
H18 -1.13115 -0.92806 4.58239
H19 0.96506 5.85427 -1.61692
H20 4.03035 1.78059 3.45600
H21 4.86685 -0.86559 3.99442
H22 -4.32057 -2.49562 -3.11653
H23 5.09418 -1.92841 0.12623
H24 1.04172 6.38574 0.01999
H25 2.79964 -3.44515 0.82158
H26 2.72440 5.17334 1.29494
H27 3.08040 3.66008 -3.65501
H28 -2.32596 1.17445 4.49012
H29 3.21671 -1.00823 4.70638
H30 -4.36156 -1.70787 -1.48205
H31 -5.75441 -7.18650 -4.11284
H32 -5.03921 -4.95412 -4.17979
H33 0.75581 -1.37333 3.34389
H34 5.24688 -0.53651 1.18831
H35 -3.08453 -1.45546 0.56649
H36 -0.17262 2.20046 -3.00846
H37 1.21387 4.42085 1.93437
H38 0.33868 -1.62639 -3.66734
H39 1.58067 -2.27175 0.32047
H40 -5.95061 -7.51830 0.06362
H41 -1.15603 4.09167 -0.48031
H42 2.51076 1.13065 4.32693
H43 -2.07540 -2.69445 -4.19536

Atoms 1-6, force components in eV/Å:
Pb 0.53 -0.98 -0.70
O 1.23 1.47 -0.88
N -1.15 0.07 1.42
N -0.65 -2.50 1.25
N 1.14 -0.68 2.14
N -0.68 -0.39 -0.75


| no. | maximum force (eV Å⁻¹) |
| --- | --- |
| 1 | 3.277 |
| 2 | 0.518 |
| 3 | 0.703 |
| 4 | 6.020 |